1.
27
Properties=species:S:1:pos:R:3:forces:R:3:mulliken_charge:R:1 method="wB97M-V/def2-TZVPD" lumo_ev=0.903 spin_multiplicity=1 relative_energy_kj_mol=0.0 e_tot_ha=-791.5159
C -2.4641 -0.6365 -0.0739 -1.8 0.6 -2.0 -0.252
C -1.2039 -1.0000 -0.0997 3.3 1.1 -0.2 0.541
C -3.0327 0.7684 -0.1945 0.1 0.9 1.5 -0.963
C -0.7781 -2.4624 -0.1264 0.7 1.8 4.5 -1.225
C 1.2494 2.4722 -1.9874 2.2 -1.6 -0.8 -0.606
C 0.3394 0.9376 2.5113 0.2 -2.3 0.3 -0.709
C 2.7682 -1.5243 -0.1148 1.1 -1.6 -1.1 -0.598
O 0.7320 1.7450 -0.8988 -1.0 -0.7 0.3 -0.257
O 1.1644 0.4709 1.4523 0.5 0.0 -0.5 -0.229
O 1.9073 -0.6605 -0.8262 -0.8 0.3 0.2 -0.288
Si 0.7783 0.2998 -0.1577 -2.6 -1.0 1.1 0.363
H -3.2832 -1.3393 -0.3924 1.0 -0.2 1.0 0.225
H -2.6563 1.3163 -1.0958 0.0 -0.3 1.0 0.219
H -4.1407 0.7241 -0.3003 0.8 0.0 0.2 0.361
H -2.8176 1.3176 0.8133 -0.3 -0.5 -2.0 0.184
H -0.6111 -2.7814 -1.0908 0.9 -0.9 -2.0 0.302
H 0.1490 -2.5238 0.6380 -1.9 -0.4 -2.1 0.163
H -1.6036 -3.0072 0.3423 0.2 -0.4 -0.2 0.433
H 1.3627 1.8278 -2.9758 -0.1 1.2 2.1 0.233
H 2.2439 2.8338 -1.5901 -0.8 -0.2 -1.2 0.262
H 0.6305 3.3084 -2.2243 -0.6 0.5 0.0 0.256
H 0.7047 0.6774 3.5508 -0.2 -0.1 -1.5 0.224
H -0.6442 0.5631 2.3070 -0.8 -0.7 0.5 0.298
H 0.1923 1.9467 2.4609 0.2 3.0 -0.1 0.330
H 3.7576 -1.3062 -0.6487 -1.0 -1.0 1.2 0.225
H 2.4361 -2.6569 -0.2459 0.8 2.3 0.1 0.212
H 2.8194 -1.3107 0.9675 0.0 0.1 -0.6 0.298

---

2.
272
Properties=species:S:1:pos:R:3:forces:R:3:mulliken_charge:R:1 method="wB97M-V/def2-TZVPD" lumo_ev=0.523 spin_multiplicity=1 relative_energy_kj_mol=306.8 e_tot_ha=-4623.5682
C 6.8105 -3.8122 -3.5106 0.5 0.9 0.8 -1.012
C 5.6595 -4.2986 -4.3681 0.6 1.3 -1.3 0.409
C 4.6126 -3.1564 -4.4207 2.0 0.4 -0.9 -0.580
O 4.2033 -2.9536 -3.1066 -0.1 -0.6 0.5 0.378
C 2.9311 -2.4441 -2.9025 -0.5 1.1 0.2 -1.020
N 6.1176 -4.6485 -5.7577 -0.3 -0.5 0.9 -0.712
H 6.4207 -3.4485 -2.5126 0.6 -0.6 -1.0 -0.160
H 7.2718 -2.9256 -4.0062 -0.3 -0.4 0.2 0.442
H 7.6518 -4.5172 -3.3719 -0.7 0.0 0.0 0.350
H 5.1587 -5.1195 -3.9196 -0.3 -1.0 0.5 0.349
H 3.8506 -3.3852 -5.1672 -0.4 -0.1 0.3 0.349
H 5.1738 -2.2440 -4.7807 -0.7 -0.7 0.1 -0.118
H 2.8885 -1.3901 -3.2282 -0.3 -0.2 -0.3 0.129
H 2.7798 -2.3737 -1.8252 -0.1 -0.3 0.1 0.101
H 2.1252 -3.0420 -3.3569 0.2 0.1 0.0 0.588
H 7.1365 -4.5282 -5.8505 -0.8 -0.3 0.1 0.268
H 5.8577 -5.6364 -5.9209 0.6 0.9 -0.1 0.279
C 0.7548 0.6427 6.1391 1.1 0.7 -1.3 -1.953
C 2.0006 -0.1459 5.8028 0.9 0.2 1.2 1.365
C 2.1965 -1.2201 6.8624 -0.5 -0.6 -0.2 -0.967
O 3.4216 -1.9041 6.5936 -0.3 0.5 -0.1 -0.188
C 3.6132 -2.9485 7.5038 -0.7 0.2 0.4 -0.871
N 1.9414 -0.7537 4.4966 0.2 0.5 -0.7 0.725
H 0.8233 1.1623 7.0816 0.0 0.0 0.4 0.515
H -0.0568 -0.0388 6.1113 -1.2 -0.4 0.1 0.324
H 0.6572 1.3813 5.3331 -0.4 0.0 0.3 0.233
H 2.9009 0.5281 5.8247 -0.7 -0.6 0.0 -0.084
H 1.3277 -1.9451 6.7553 0.8 0.6 0.2 0.181
H 2.1754 -0.8074 7.8916 0.2 -0.2 -0.3 0.529
H 2.9133 -3.7613 7.3387 -0.6 -0.1 0.1 0.311
H 3.4936 -2.5381 8.5140 0.2 -0.4 0.1 0.345
H 4.5613 -3.4033 7.3535 1.1 0.0 0.0 0.248
H 2.7383 -1.3633 4.4406 0.3 -0.3 -0.4 -0.258
H 1.1437 -1.3615 4.3675 -0.4 -0.1 0.4 -0.324
C 4.1170 2.5456 4.1817 0.5 0.2 0.5 -0.629
C 3.4745 3.9173 3.9929 -1.0 -0.7 1.1 -0.369
C 3.8580 4.5071 2.6885 0.6 -0.2 -0.1 0.508
O 5.1490 5.0866 2.8856 -0.8 -0.9 -0.3 -0.453
C 5.4856 5.7783 1.7281 0.2 0.7 0.3 -0.622
N 2.0176 3.8252 4.1479 -0.7 -0.7 -0.1 -0.265
H 3.6018 1.8230 3.5524 -0.3 -0.2 0.3 -0.193
H 4.0065 2.3397 5.2586 0.2 -0.5 -0.5 0.365
H 5.1792 2.4656 3.8893 -0.3 0.4 0.3 0.462
H 3.7480 4.5645 4.8212 0.6 0.4 -0.2 0.702
H 3.1486 5.2453 2.3339 -0.3 0.5 0.1 0.332
H 3.8575 3.6990 1.9249 0.4 0.4 0.2 -0.469
H 5.4816 5.1634 0.8429 0.4 -0.5 -0.4 0.131
H 6.4489 6.2324 1.9365 0.1 0.2 -0.5 0.323
H 4.7090 6.5135 1.5475 0.0 0.7 -0.1 0.340
H 1.6643 2.9693 3.6691 0.1 0.9 0.2 -0.264
H 1.7584 3.7535 5.1389 0.3 0.0 -0.5 0.370
C 5.3715 0.4797 -3.9100 -0.7 0.0 0.0 -1.433
C 4.9820 1.9578 -3.9723 0.4 -1.1 1.8 1.958
C 5.5015 2.5828 -2.6763 0.4 -0.2 -1.0 -1.545
O 4.9555 1.9284 -1.5776 -1.0 0.0 1.1 0.756
C 5.3423 2.5450 -0.3662 0.8 -0.9 0.6 -1.045
N 5.5772 2.6426 -5.0793 0.5 -0.3 -0.3 -0.747
H 4.9737 -0.0068 -3.0103 0.4 0.4 0.1 0.001
H 6.4542 0.3793 -3.9505 0.1 -0.3 -0.2 0.258
H 4.8443 -0.0686 -4.6803 0.4 -0.1 -0.7 0.567
H 3.9057 1.9540 -3.9593 -0.7 0.4 -0.1 -0.643
H 5.2615 3.6507 -2.7215 0.3 0.2 0.4 0.272
H 6.5941 2.3927 -2.6616 -0.2 0.6 -0.1 0.496
H 5.1886 1.9142 0.5370 0.3 -0.2 -1.0 -0.043
H 4.8210 3.4376 -0.1045 -0.8 1.0 -0.5 0.042
H 6.3948 2.8115 -0.4492 0.3 0.0 0.3 0.670
H 5.0332 3.4365 -5.3720 -0.1 0.0 -0.3 0.280
H 5.7052 1.9697 -5.8220 -0.1 0.4 -0.4 0.292
C -5.3177 1.7252 -3.8331 -0.5 -1.2 1.4 -1.348
C -4.3751 0.6294 -4.3265 0.4 0.4 -0.7 1.571
C -3.8014 0.9482 -5.7086 1.8 1.3 -1.6 -1.194
O -4.7456 0.8691 -6.7937 -0.5 -1.0 2.1 -0.420
C -4.2616 1.2773 -8.0099 0.4 -0.1 -1.0 -0.821
N -3.1651 0.5317 -3.4643 -0.7 -1.5 1.6 1.795
H -4.8031 2.6314 -3.6141 0.7 0.7 0.0 -0.229
H -5.7720 1.4282 -2.8607 0.4 0.0 -0.4 0.022
H -6.1817 1.9716 -4.4267 -0.1 -0.2 -0.8 0.856
H -4.8686 -0.3462 -4.3859 -0.2 0.2 0.0 -0.355
H -2.9069 0.3175 -6.0042 -0.9 0.1 0.7 0.564
H -3.2718 2.0014 -5.6596 -1.3 -1.4 -0.1 0.240
H -3.9025 2.2577 -7.8667 0.4 1.7 -0.4 0.365
H -5.0180 1.2372 -8.7974 -0.3 0.1 0.4 0.260
H -3.4122 0.7323 -8.4246 0.3 -0.6 0.4 0.306
H -3.4242 0.7305 -2.4634 0.1 0.1 -1.3 -0.515
H -2.9753 -0.5015 -3.3548 0.1 1.3 -0.2 -1.123
C -1.0145 -2.4759 -3.6462 1.3 0.9 -0.1 -0.127
C -2.3457 -3.1312 -3.5567 -0.2 -0.9 1.2 0.330
C -2.2082 -4.6544 -3.3692 -0.3 -0.6 1.7 -1.522
O -1.4675 -4.8997 -2.0757 -1.0 0.0 -2.0 -0.022
C -1.1928 -6.2813 -1.9291 1.3 0.0 0.6 -0.954
N -2.9611 -2.5334 -2.3880 0.3 0.7 0.6 1.029
H -0.3405 -3.0509 -2.9944 0.0 0.5 0.0 0.062
H -1.1194 -1.4128 -3.2679 0.5 -1.2 -0.7 -0.722
H -0.5739 -2.4999 -4.6487 -0.1 0.2 0.1 0.591
H -2.9962 -2.9435 -4.4054 0.0 0.0 -0.3 0.633
H -1.6829 -5.1456 -4.2107 -0.1 0.1 0.4 0.510
H -3.2304 -5.1194 -3.2033 1.0 0.4 -0.5 0.393
H -0.4657 -6.6261 -2.6913 0.0 0.2 0.4 0.292
H -2.0423 -6.9322 -2.0739 -0.7 0.0 0.2 0.401
H -0.7729 -6.4421 -0.8915 -0.4 0.2 -1.2 0.152
H -3.9059 -2.8043 -2.3081 -1.2 -0.5 0.5 -0.530
H -2.4806 -2.7639 -1.5044 -0.3 0.0 -0.9 -0.735
C 1.9995 -5.6575 0.4133 0.3 -1.0 -1.0 -1.392
C 2.9861 -4.9065 1.2446 1.1 -1.1 -0.1 0.478
C 4.3285 -5.0388 0.4982 1.1 2.0 1.3 -0.001
O 4.8376 -6.3287 0.4305 0.4 -0.6 -0.4 -0.469
C 5.8963 -6.3823 -0.5329 -0.1 -1.6 0.6 -0.436
N 2.5687 -3.5728 1.5821 -1.5 1.2 -1.2 0.549
H 2.4483 -6.6827 0.2878 -0.8 0.8 0.0 0.413
H 1.8535 -5.2394 -0.6095 0.1 0.0 0.6 0.238
H 1.0623 -5.7029 0.9275 -0.8 -0.2 0.2 0.347
H 3.0995 -5.5273 2.1555 0.0 0.6 0.0 0.144
H 5.1198 -4.3856 0.9885 -0.8 -0.5 -0.3 0.049
H 4.2060 -4.6583 -0.4988 -0.2 0.5 -0.8 0.005
H 6.1918 -7.4738 -0.5631 0.1 1.3 0.1 0.302
H 6.7364 -5.7098 -0.2679 -0.3 -0.4 0.0 0.235
H 5.5353 -6.1273 -1.5267 -0.1 0.2 -0.2 0.086
H 3.2966 -2.9697 1.9118 0.5 0.0 0.6 -0.465
H 2.0810 -3.0245 0.8197 0.8 -1.3 0.9 -0.091
C -6.0504 -5.9348 1.3975 -1.7 -1.5 0.2 -1.513
C -5.7292 -4.6987 0.5471 -0.4 -0.6 2.2 0.091
C -4.4192 -4.1683 1.1985 -0.2 0.5 -2.2 -0.227
O -4.0701 -2.9151 0.5816 -0.4 -1.2 -0.3 0.775
C -2.8182 -2.4368 0.9480 1.3 -0.4 1.0 0.188
N -5.6526 -5.1217 -0.8225 0.6 0.7 -0.7 -0.478
H -5.8049 -5.9320 2.4611 0.2 0.6 0.0 0.298
H -5.5401 -6.8215 1.0038 0.0 0.2 -0.1 0.351
H -7.1517 -6.2083 1.3880 1.2 0.4 -0.3 0.338
H -6.6143 -4.0649 0.6236 0.4 0.6 0.2 0.350
H -3.7081 -4.9956 0.9211 0.1 0.9 0.5 0.153
H -4.4342 -4.0058 2.2688 -0.3 -0.3 0.4 -0.081
H -2.8554 -2.0181 1.9936 0.2 -0.3 -0.8 -0.040
H -2.5362 -1.6552 0.2561 -0.1 0.2 0.1 -0.748
H -1.9794 -3.2161 0.8931 -1.1 0.7 0.2 0.013
H -4.7321 -5.5706 -0.9269 -0.5 0.4 -0.6 0.268
H -5.7781 -4.3118 -1.4658 0.5 -0.9 0.4 0.181
C -4.3601 4.8926 3.7992 -2.4 -0.3 -1.6 -1.444
C -3.3960 3.8387 4.2810 1.2 -0.1 1.3 0.145
C -3.2015 2.5666 3.4242 -0.2 0.9 -0.8 0.530
O -2.2430 1.7199 4.0201 -0.2 -0.7 0.3 -0.292
C -2.3237 0.3544 3.5946 -1.2 0.1 -0.5 -0.099
N -2.1415 4.5765 4.5908 -0.3 -1.1 0.3 -0.699
H -5.4131 4.4818 3.6727 1.1 0.2 0.4 0.401
H -4.1918 5.2787 2.7614 0.5 -0.2 0.8 0.168
H -4.4491 5.7552 4.4734 0.3 -0.4 -0.1 0.348
H -3.7841 3.4365 5.2476 0.2 0.3 -0.4 0.339
H -2.8927 2.7865 2.3824 0.0 0.1 0.3 -0.561
H -4.1801 2.0999 3.3449 -0.3 -0.5 0.1 0.503
H -2.1995 0.2742 2.5011 0.1 0.1 0.5 0.119
H -3.3087 -0.1623 3.8334 0.8 0.8 0.1 0.419
H -1.5338 -0.1956 4.0909 0.2 0.0 0.1 -0.359
H -1.3751 3.9371 4.8506 -0.5 0.4 -0.4 0.304
H -1.8980 5.1070 3.7712 0.5 0.3 -0.1 0.186
C -0.7110 4.4269 1.1302 -0.4 -0.8 -0.2 0.131
C -0.0414 5.7563 1.1758 0.8 0.2 1.3 1.599
C -0.7393 6.6959 0.2213 -0.6 1.7 1.7 -1.241
O -0.5489 6.3317 -1.0921 0.7 -0.4 -1.1 0.026
C -1.0682 7.2898 -2.0040 1.3 -0.1 0.3 -1.010
N -0.1170 6.2585 2.5968 0.2 -0.1 -0.5 -0.697
H -0.1826 3.6122 1.6018 0.6 0.0 0.3 -0.253
H -0.8737 4.1257 0.0841 -0.4 0.1 0.3 0.136
H -1.6226 4.5249 1.7302 -0.3 -0.1 -0.6 -0.536
H 1.0073 5.7030 0.8529 0.0 -0.2 -0.1 -0.175
H -0.3775 7.7345 0.4864 -0.1 -0.6 -0.7 0.373
H -1.8205 6.7259 0.4414 0.0 -0.1 0.2 0.259
H -0.5315 8.2285 -1.8220 -0.2 0.2 -0.1 0.369
H -2.1111 7.4138 -1.8081 -0.9 0.3 -0.2 0.419
H -0.8517 6.9826 -3.0398 -0.2 -0.2 0.5 0.151
H 0.1743 5.5254 3.2776 0.1 0.7 -1.0 0.065
H 0.4909 7.0736 2.7441 -0.3 -0.5 -0.1 0.340
C -0.3052 -5.1440 4.7573 1.0 0.6 -1.0 -1.533
C -1.2175 -4.1833 4.0599 -0.8 2.7 0.4 0.748
C -2.4323 -3.6525 4.8660 2.6 1.3 -1.0 -0.217
O -3.1721 -4.7334 5.1973 -2.0 -0.6 0.0 -0.398
C -4.4862 -4.3510 5.5622 -0.2 -0.9 -0.5 -0.697
N -0.4268 -2.9610 3.7858 1.3 0.0 -0.3 0.545
H -0.7130 -6.1243 4.8260 -0.4 -0.8 0.3 0.431
H 0.0721 -4.7744 5.7085 -0.1 0.0 0.1 0.273
H 0.5281 -5.1679 4.0265 0.1 -0.5 0.7 0.239
H -1.6265 -4.6436 3.1679 -0.1 -0.2 -0.5 -0.137
H -2.9311 -2.8466 4.2318 0.0 -1.0 0.6 0.106
H -2.0187 -3.1278 5.7546 -0.3 -0.1 -0.1 0.358
H -4.9340 -5.2688 5.9386 -0.4 0.2 0.0 0.269
H -5.0910 -3.9369 4.7164 0.6 -0.3 0.4 0.145
H -4.4433 -3.6188 6.3415 -0.1 0.6 0.6 0.366
H -0.8440 -2.1147 3.4014 -0.5 -0.7 -0.1 -0.594
H 0.4395 -3.1414 3.2599 -0.5 -0.1 0.2 -0.116
C -8.4372 -2.3173 -2.2626 -0.8 -1.0 -0.3 -1.622
C -7.1253 -1.5885 -2.5168 -1.0 1.0 0.2 0.652
C -6.4563 -1.2729 -1.1717 -0.7 0.0 -0.6 0.857
O -7.0409 -0.1562 -0.4952 -0.1 -1.2 1.0 -0.526
C -6.6574 -0.2449 0.9147 1.2 -0.9 -2.0 -0.394
N -6.2950 -2.4251 -3.3993 1.7 0.9 2.3 -0.309
H -9.0628 -1.7889 -1.5497 0.1 0.2 0.2 0.366
H -8.3588 -3.3852 -1.9378 0.5 0.9 0.1 0.241
H -9.0583 -2.4161 -3.1603 0.2 0.3 -0.2 0.444
H -7.4076 -0.5707 -2.9327 0.4 -0.9 0.0 0.105
H -5.4557 -0.9807 -1.3346 1.7 -0.1 -0.3 -0.301
H -6.4840 -2.1856 -0.5816 0.1 0.0 0.4 -0.224
H -7.0023 0.6555 1.3313 -0.6 0.9 0.9 0.416
H -5.5341 -0.2667 0.9800 -0.8 0.0 0.0 -0.060
H -7.0429 -1.1710 1.3796 0.0 0.5 -0.1 0.324
H -6.7713 -2.5603 -4.2411 -0.6 -0.3 -1.6 0.334
H -5.3622 -1.9976 -3.5613 -1.1 -0.3 -0.1 -0.319
C 6.8110 -0.8695 3.5666 1.1 -0.7 -2.8 -1.910
C 5.5341 -1.3672 2.8526 0.6 1.2 0.8 2.121
C 5.8782 -1.7796 1.4387 -0.8 -2.3 0.0 -0.054
O 6.2395 -0.7134 0.6625 0.7 1.3 0.5 -0.129
C 6.7927 -1.0536 -0.5504 0.9 -0.7 -1.4 -0.649
N 4.8516 -2.4540 3.5559 -0.7 0.5 0.3 -0.279
H 6.6095 -0.3238 4.4308 -0.3 0.6 1.7 0.471
H 7.3067 -0.1693 2.8512 -0.3 -0.3 0.5 0.373
H 7.5544 -1.6843 3.7042 -0.6 0.3 0.3 0.371
H 4.9010 -0.4336 2.7918 0.0 -1.2 0.0 -1.544
H 4.9903 -2.2352 0.9433 0.3 -0.1 0.4 -0.188
H 6.6671 -2.6047 1.4731 -0.5 0.9 -0.1 0.482
H 6.1233 -1.6404 -1.2023 -0.2 0.1 0.3 0.060
H 7.7547 -1.6250 -0.5066 -0.6 0.2 0.5 0.295
H 7.0333 -0.1450 -1.0738 -0.1 0.5 -0.2 0.272
H 4.6266 -2.1939 4.5336 0.4 -0.4 -0.8 0.038
H 5.3499 -3.3424 3.5249 0.1 0.4 0.1 0.272
C -5.5311 5.2505 -4.2107 0.2 -0.1 0.8 -1.169
C -5.0961 6.1955 -3.0531 0.3 -1.5 0.5 0.250
C -4.1184 5.3946 -2.1059 -0.4 1.8 -0.8 0.238
O -4.9049 4.3301 -1.6555 0.1 0.3 -0.5 -0.434
C -4.2115 3.4936 -0.8202 0.6 -1.5 1.4 0.142
N -4.4454 7.3877 -3.5166 0.2 0.9 -0.2 -0.645
H -6.1732 5.8028 -4.8759 0.0 0.2 -0.6 0.458
H -6.0949 4.3520 -3.9279 0.1 0.4 0.4 0.189
H -4.6119 4.8696 -4.6951 -0.4 0.4 -0.2 0.196
H -5.9492 6.5395 -2.4280 0.4 -0.5 -0.4 0.327
H -3.8693 6.0741 -1.2606 0.1 -0.4 -0.3 0.181
H -3.1198 5.1237 -2.6262 -1.5 0.0 0.6 -0.263
H -3.8834 3.9487 0.1509 -0.4 -0.1 -0.6 0.169
H -3.3236 3.0856 -1.2918 0.6 0.1 -0.3 -0.250
H -4.8172 2.5939 -0.6289 -0.2 0.4 0.2 0.204
H -5.0869 7.9887 -4.0197 -0.2 0.0 0.2 0.268
H -3.7506 7.1738 -4.2069 0.6 -0.3 -0.3 0.231
C 0.6247 1.5858 -4.4639 -1.0 -1.6 -0.9 -1.591
C 0.2861 1.9847 -3.0688 1.6 -0.3 0.8 1.512
C 1.4534 2.8732 -2.6096 -0.6 -1.4 0.8 1.450
O 1.4998 4.0576 -3.3670 0.1 0.0 0.9 -0.592
C 2.3266 4.9994 -2.7070 0.3 0.7 -1.6 -0.179
N -0.9640 2.6010 -2.8788 -2.0 0.3 0.2 0.560
H 1.5026 0.9213 -4.4793 -0.2 0.1 -0.1 0.227
H 0.8548 2.4731 -5.0262 -0.1 0.2 -0.6 0.304
H -0.2678 1.0209 -4.8601 1.0 0.6 -0.1 0.185
H 0.2950 1.0742 -2.4463 0.2 0.2 0.0 -0.709
H 2.3428 2.2873 -2.7986 0.6 -0.1 -0.1 -1.397
H 1.4468 2.9635 -1.5011 -0.3 0.8 -0.5 -0.008
H 1.8312 5.4464 -1.8704 -0.5 0.3 0.6 -0.021
H 2.5672 5.7549 -3.4794 -0.2 -0.1 0.6 0.332
H 3.2754 4.5900 -2.3760 0.2 -0.4 0.1 -0.091
H -0.9995 3.5006 -3.3142 0.1 0.7 -0.2 0.344
H -1.7590 2.0510 -3.2527 0.8 0.2 0.2 -0.434
C 2.6379 1.2562 0.9188 0.9 -0.9 0.1 -0.438
C 1.1715 1.2603 1.1156 -1.6 0.0 -1.4 2.615
C 0.4890 -0.0857 0.8693 0.5 -0.4 -1.1 -0.575
O -0.9336 0.0306 0.8751 1.2 0.0 -0.9 0.517
C -1.4627 0.3458 -0.3936 -0.2 -0.2 -1.6 -0.077
N 0.8377 1.5904 2.4257 -0.4 1.5 3.6 1.752
H 3.1065 0.7331 1.7686 0.1 0.1 -0.3 -1.588
H 3.0076 2.2732 0.8589 0.1 0.0 0.1 -0.483
H 2.9097 0.7266 0.0011 0.1 0.1 0.0 0.823
H 0.8020 2.0908 0.4248 -0.2 -1.3 0.6 -0.897
H 0.7591 -0.8311 1.6419 0.0 0.6 0.0 -0.360
H 0.8812 -0.4909 -0.0758 -0.5 -0.2 -0.3 0.069
H -1.1580 1.2764 -0.9233 0.2 0.0 1.1 -0.254
H -2.5298 0.4248 -0.2002 -0.3 0.0 -0.4 0.347
H -1.2656 -0.4255 -1.2234 -0.3 0.4 1.4 0.015
H 1.2997 0.9890 3.1421 -0.6 0.2 -0.9 -0.701
H -0.1712 1.6909 2.6350 0.9 -0.3 -0.3 -0.730

---

3.
23
Properties=species:S:1:pos:R:3:forces:R:3:mulliken_charge:R:1 method="wB97M-V/def2-TZVPD" lumo_ev=0.473 spin_multiplicity=1 relative_energy_kj_mol=65.7 smiles=NCCCCO.O.O e_tot_ha=-441.8568
N -0.2440 1.0307 1.9768 0.3 -0.4 0.8 -0.568
C 0.8385 1.1314 0.9726 -0.5 2.0 0.2 -0.560
C 0.5019 2.0833 -0.2055 0.2 -0.6 0.9 -0.732
C -0.7169 1.5911 -1.0254 2.5 -1.3 0.3 -0.671
C -0.5961 0.0782 -1.2836 -1.3 -0.7 0.2 -0.229
O 0.5539 -0.2322 -2.0393 0.7 0.3 -0.1 -0.558
H 0.1389 0.6520 2.8490 0.1 -0.2 -0.4 0.270
H -0.5549 1.9271 2.3360 0.0 0.4 -0.7 0.192
H 1.7777 1.4379 1.4148 0.3 0.4 0.3 0.394
H 1.0576 0.2068 0.5387 0.0 -1.8 -0.4 0.304
H 1.4183 2.0963 -0.8125 -0.4 0.0 -0.1 0.300
H 0.3989 3.0853 0.2201 -0.3 0.1 -0.3 0.379
H -0.6857 2.0362 -1.9967 -0.3 0.6 -0.6 0.378
H -1.6409 1.7447 -0.5318 -0.9 0.4 0.5 0.332
H -1.4838 -0.1612 -1.8814 -0.1 -0.2 0.0 0.373
H -0.7033 -0.5505 -0.3569 0.3 0.8 -0.7 0.113
H 0.6921 -1.1907 -2.1290 -0.5 0.4 0.5 0.341
O -0.9424 -1.8166 1.6809 -0.1 -0.8 0.9 -0.642
H -1.2457 -2.5762 2.2085 0.1 0.1 -0.5 0.303
H -0.8016 -1.1532 2.3708 0.0 0.4 -0.6 0.272
O 0.5849 -2.8103 -0.6904 0.0 -0.2 -0.1 -0.628
H 1.5063 -2.8760 -0.4474 0.5 -0.1 -0.1 0.325
H 0.1809 -2.5477 0.1435 -0.5 0.2 0.2 0.311